1.
{
  "formula": "C35H36BrNO2P2PtSi",
  "method": "ωB97M-V/def2-TZVPD",
  "de_lowest_ev": 0.6121,
  "lumo_ev": [4.44, 4.43],
  "charge": -2,
  "multiplicity": 3,
  "homo_lumo_gap_ev": [3.626, 6.067],
  "elements": ["C", "H", "C", "H", "C", "C", "H", "H", "H", "C", "C", "C", "H", "H", "Pt", "C", "Si", "C", "P", "C", "H", "H", "H", "C", "H", "C", "H", "H", "H", "H", "H", "C", "C", "Br", "H", "H", "H", "C", "H", "C", "O", "C", "C", "C", "H", "H", "H", "N", "H", "C", "H", "C", "H", "C", "C", "O", "C", "H", "H", "C", "C", "H", "H", "C", "C", "H", "C", "C", "C", "H", "C", "H", "P", "H", "H", "H", "C", "C", "C"],
  "xyz": [[1.2280, -0.6003, 4.2821], [2.6822, -0.9589, -3.6765], [2.1900, 0.0178, -3.6796], [3.0618, 1.6701, 3.5294], [3.6334, 3.6320, 2.8709], [-1.9238, 0.6921, -2.9990], [0.4283, 2.8359, 4.5546], [-0.3206, -3.6795, -3.6209], [-1.6533, 0.9794, -1.9870], [1.0680, 2.3404, -2.1824], [-4.7502, -3.4266, -1.8172], [1.9654, -1.6415, 4.8334], [3.9694, 5.5803, 2.0315], [4.5543, 3.6344, 3.4431], [0.2724, -0.8089, -0.5741], [1.6144, 2.4968, 2.1801], [1.6979, 0.5568, -1.9137], [-2.8362, 2.1589, 5.1646], [0.4398, 1.0684, 2.0999], [-0.5587, 2.4047, 4.4277], [-5.7787, -3.1374, -2.0031], [1.8831, 5.5446, 0.6981], [-4.0671, 0.8696, 3.9692], [-3.7202, -2.5508, -2.1360], [-5.2706, -5.3457, -1.0040], [2.3462, -0.9286, 2.1845], [1.9024, 3.0364, -2.3372], [-2.9147, -5.9683, -0.5415], [2.4677, -0.6843, 1.1353], [-3.2269, 1.9456, -5.8668], [1.3222, -0.0383, -4.3450], [0.1712, -2.8331, -3.1416], [-2.5491, -0.0756, -5.5926], [-0.8042, -2.5970, 1.4722], [3.7624, -2.5258, 2.1031], [-2.6635, 2.6281, -3.5561], [3.8730, -0.1961, -0.9477], [2.7923, 2.5256, 2.9211], [0.4022, 3.5482, 0.7770], [1.4124, -0.2338, 2.9542], [1.6153, -2.7129, -1.2210], [3.3069, 4.7237, 2.0801], [-2.0735, 1.0087, 3.1909], [-1.6783, -0.6155, -3.4068], [-3.6261, 2.3933, 5.8692], [-1.3753, 3.3735, 6.1625], [-1.8078, -2.0106, -5.0327], [-0.1937, 0.8130, 0.7321], [0.4981, 2.6610, -1.3065], [-1.5722, 2.7078, 5.3292], [3.4408, -3.1583, 4.4825], [-1.9964, -0.9928, -4.7110], [3.2898, 1.2396, -0.0845], [-2.1163, -4.1442, -1.3183], [-3.0835, 1.3067, 4.0949], [1.9801, -4.3120, -2.7534], [-4.4659, -4.6653, -1.2588], [0.6061, -2.2034, -3.9211], [-1.0939, -4.4029, -1.0711], [3.3983, 0.7821, -1.0729], [-2.7962, 1.2283, -5.1776], [4.0687, 1.4177, -1.6663], [0.4158, 2.3947, -3.0600], [1.3659, -3.3420, -2.2879], [-2.4838, 1.6104, -3.8807], [-3.9549, -1.5842, -2.5659], [-0.8031, 1.5549, 3.3516], [1.3008, 3.5968, 1.3825], [3.0770, -1.9702, 2.7305], [-2.2301, 0.3435, 2.3474], [-3.1448, -5.0186, -1.0086], [2.8869, 0.7541, -4.1026], [-0.9800, -1.7805, -2.1847], [-2.7886, -0.3748, -6.6068], [0.4850, -0.0922, 4.8846], [1.7951, -1.9351, 5.8631], [2.8883, -2.3272, 4.0594], [-2.3924, -2.9057, -1.9048], [2.1348, 4.7033, 1.3334]],
  "atomic_forces_ev_per_a": [[0.018, 0.032, -0.008], [-0.006, 0.011, 0.006], [0.019, 0.018, 0.005], [0.007, 0.002, 0.000], [0.038, 0.012, 0.025], [-0.006, 0.044, -0.005], [-0.012, 0.011, 0.028], [-0.007, 0.003, -0.004], [0.010, 0.016, 0.000], [-0.005, -0.009, 0.019], [0.015, 0.010, -0.003], [-0.025, 0.014, 0.018], [0.003, 0.000, 0.007], [-0.001, -0.006, 0.001], [0.057, 0.099, 0.010], [0.021, 0.065, -0.052], [0.031, 0.030, 0.015], [0.009, -0.035, -0.041], [-0.146, -0.149, -0.168], [-0.058, 0.004, -0.055], [0.001, 0.006, -0.003], [-0.015, -0.010, -0.004], [0.008, -0.011, -0.018], [-0.019, -0.039, 0.020], [0.001, 0.000, 0.001], [-0.045, -0.011, 0.100], [-0.017, -0.017, -0.005], [0.007, -0.002, 0.001], [0.006, -0.001, -0.034], [0.004, -0.003, -0.009], [-0.006, 0.012, 0.007], [-0.025, 0.043, 0.033], [-0.021, 0.006, -0.048], [-0.052, -0.008, 0.102], [0.001, 0.004, -0.001], [0.008, -0.001, 0.018], [0.010, 0.028, 0.028], [-0.033, -0.013, 0.005], [0.020, 0.009, 0.016], [0.065, -0.035, -0.108], [0.013, 0.013, -0.017], [-0.017, -0.037, 0.001], [-0.003, -0.074, -0.051], [-0.055, -0.001, -0.018], [-0.003, 0.001, 0.001], [0.007, 0.001, -0.008], [-0.006, 0.000, -0.008], [0.219, 0.081, -0.006], [0.013, -0.015, -0.043], [0.055, 0.057, 0.048], [0.003, -0.001, 0.000], [0.026, 0.042, 0.047], [0.002, -0.009, 0.000], [-0.039, -0.014, 0.005], [-0.013, 0.002, 0.009], [0.029, 0.025, 0.014], [0.019, -0.004, 0.001], [-0.008, 0.009, -0.007], [0.003, -0.009, -0.005], [-0.030, -0.014, -0.004], [0.016, -0.027, 0.033], [-0.026, -0.002, -0.022], [-0.009, 0.002, 0.026], [-0.050, -0.102, -0.011], [0.007, -0.037, 0.008], [0.006, 0.002, -0.004], [-0.009, 0.072, 0.273], [-0.014, -0.003, -0.027], [-0.004, 0.012, 0.004], [-0.034, -0.016, 0.011], [-0.016, 0.045, -0.009], [-0.007, -0.035, -0.014], [0.017, -0.055, -0.091], [0.004, -0.009, 0.005], [0.006, -0.018, 0.010], [-0.002, 0.006, 0.002], [0.008, -0.004, -0.019], [0.041, -0.008, -0.030], [-0.013, -0.007, 0.000]]
}

2.
{
  "formula": "C4H12N3",
  "method": "ωB97M-V/def2-TZVPD",
  "de_lowest_ev": 2.2749,
  "lumo_ev": -3.34,
  "charge": 1,
  "homo_lumo_gap_ev": 10.064,
  "elements": ["H", "H", "C", "H", "H", "N", "C", "H", "H", "N", "H", "H", "C", "H", "H", "H", "H", "N", "C"],
  "xyz": [[0.0621, 2.3897, -0.9044], [0.8258, -0.4868, 2.3988], [-0.3947, 1.6546, -1.5093], [1.8150, 1.5224, 1.3485], [-2.8406, -0.2289, -0.2855], [1.7201, 0.9978, 0.4771], [1.0337, -0.1263, 0.4299], [0.0987, -2.6086, 2.4116], [-2.5095, 0.1414, -2.0990], [-1.1549, 0.7474, -0.6125], [0.7749, -0.5151, -0.5450], [1.9981, 1.4879, -0.3501], [0.3172, -2.2756, 1.3753], [-0.6080, -2.3962, 0.7627], [-1.1300, 2.1108, -2.2295], [0.4288, 1.1212, -2.0395], [1.1026, -2.8500, 0.9257], [0.6921, -0.8885, 1.4661], [-2.2314, 0.2028, -1.0207]],
  "atomic_forces_ev_per_a": [[0.198, 1.031, 0.560], [0.005, -0.364, -0.513], [-1.500, -1.512, -1.424], [0.154, -0.388, -0.361], [-0.866, -1.035, 0.766], [-0.309, 0.137, 1.305], [-0.195, -1.117, 0.583], [0.203, -0.025, -0.853], [-0.157, 0.424, 0.725], [-0.366, 0.591, -0.122], [0.436, -0.193, 0.011], [-0.142, -0.041, -0.315], [-1.742, -0.425, 0.231], [0.616, 0.109, 0.499], [1.149, -0.288, 0.432], [-0.673, 0.261, 0.015], [0.426, -0.413, -0.012], [0.985, 2.423, -0.138], [1.779, 0.827, -1.388]]
}

3.
{
  "formula": "C20H28CaNO2",
  "method": "ωB97M-V/def2-TZVPD",
  "de_lowest_ev": 0.0000,
  "lumo_ev": [2.58, 2.67],
  "charge": -1,
  "homo_lumo_gap_ev": [3.469, 2.517],
  "elements": ["H", "H", "C", "O", "C", "H", "H", "C", "C", "C", "H", "H", "H", "H", "C", "H", "H", "H", "H", "C", "H", "C", "H", "C", "C", "H", "C", "H", "C", "H", "H", "H", "H", "C", "C", "C", "C", "N", "H", "H", "H", "H", "C", "C", "C", "O", "Ca", "H", "H", "C", "H", "H"],
  "xyz": [[-2.7211, -0.9035, 1.0712], [1.6282, -2.6333, -6.4363], [-0.8278, -1.1305, -6.1595], [1.4522, -1.2198, -2.5734], [-1.8390, -1.3883, 0.6430], [-1.1008, -2.0204, -5.5322], [-0.2550, -0.6113, 1.9760], [0.1065, 1.7154, 0.4664], [1.3979, -1.6171, -6.8154], [2.9150, -1.4032, -2.8784], [4.4965, -0.1965, -3.8814], [2.9813, -2.6981, -4.8472], [2.8762, -0.2530, -4.7461], [-1.5952, -2.3336, -7.8738], [0.6672, 2.1072, -1.7356], [0.9548, -1.2540, -8.9391], [-1.7211, 1.7032, 3.5816], [0.5619, -2.8897, -8.4289], [4.6034, -2.1050, -1.6242], [1.3615, 1.0784, 0.2017], [3.6239, -0.7935, -0.8946], [1.1566, -2.2279, -3.6050], [0.7778, -1.6540, -4.4741], [1.7145, 1.3438, -1.1281], [-0.3343, 2.3215, -0.7509], [1.4140, -2.1035, 0.5342], [0.5637, -1.8400, -8.0920], [3.0015, -2.4572, -1.0117], [-1.8115, -2.3678, -0.3862], [1.9687, 0.5542, 0.9420], [2.6790, 1.1138, -1.5684], [2.3357, -1.0868, -7.0346], [0.6828, 2.5205, -2.7478], [-0.5318, -1.2156, 1.1182], [-0.8957, -1.5091, -7.6541], [0.3447, -2.0190, 0.3547], [2.6139, -2.6486, -3.7934], [-1.1760, 1.7031, 2.7160], [-1.5168, -0.2830, -5.9174], [2.8677, -3.5753, -3.2398], [-0.0847, -3.5388, -1.2515], [3.1583, 0.7353, -3.2624], [3.5872, -1.6935, -1.5369], [-0.6332, 1.7022, 1.6747], [3.3945, -0.2307, -3.7372], [0.5888, -0.8112, -5.8559], [-0.4911, -0.2784, -1.6872], [0.4004, -2.9603, -3.2685], [-1.1559, 3.0391, -0.7767], [-0.4465, -2.7517, -0.5858], [-2.6985, -2.7901, -0.8702], [-1.2273, -0.6196, -8.2068]],
  "atomic_forces_ev_per_a": [[0.282, -0.210, -0.299], [-0.121, 0.675, 0.435], [0.361, -0.789, 0.165], [1.292, -1.085, -1.162], [-0.302, -0.243, 0.024], [0.069, 0.809, -0.294], [0.011, -0.111, -0.356], [-1.021, 0.089, 1.496], [-0.736, 0.044, 0.105], [-0.357, 0.096, -0.293], [-0.567, -0.469, -0.011], [-0.055, 0.318, 1.091], [0.629, 0.039, 1.218], [0.300, 0.369, 0.265], [0.842, 0.018, 0.009], [-0.449, 0.066, 0.360], [0.830, -0.185, -1.495], [0.412, 0.274, 0.279], [-0.126, 0.265, -0.295], [0.314, -0.076, 0.432], [-0.083, -0.395, -0.365], [-1.022, 0.092, -0.399], [0.318, -0.983, 1.019], [-0.503, 0.856, -0.280], [-0.373, 0.440, -0.186], [-0.254, 0.018, -0.206], [-0.515, -0.236, 0.130], [-0.013, 0.235, -0.155], [0.208, -0.078, -0.179], [-0.287, 0.092, -0.314], [-0.424, -0.032, 0.165], [-0.325, -0.037, 0.383], [-0.057, -0.173, 0.425], [0.371, -0.381, -0.025], [0.336, 0.884, -0.428], [-0.638, -0.327, 0.061], [-0.013, -0.288, 1.161], [-2.139, 0.403, 3.867], [0.960, -0.578, 0.165], [-0.104, 0.335, -0.487], [-0.172, 0.332, 0.203], [-0.085, -0.472, -0.295], [0.263, 0.154, 0.012], [2.533, -0.017, -3.913], [0.039, 0.668, -0.391], [-0.557, -0.344, -3.200], [0.084, 0.173, 1.228], [0.563, 0.203, 0.027], [0.174, -0.428, -0.293], [-0.311, 0.035, 0.520], [0.516, 0.247, 0.034], [-0.096, -0.291, 0.041]]
}